(1)
13
Properties=species:S:1:pos:R:3 method="wB97M-V/def2-TZVPD" smiles="N=C=O.CCO" relative_energy_ev=1.138 energy_ev=-8809.391 spin_multiplicity=1 e_lumo_ha=0.018 homo_energy_ev=-10.04
N 2.079 0.047 -0.884
C 1.838 1.242 -0.926
O 1.471 2.348 -0.988
H 2.999 -0.339 -0.739
C -1.552 0.274 0.134
C -0.688 -0.715 0.907
O -0.152 -1.728 0.084
H -2.021 1.000 0.807
H -2.338 -0.260 -0.409
H -0.957 0.835 -0.598
H -1.291 -1.226 1.665
H 0.113 -0.176 1.442
H 0.498 -1.302 -0.494

---

(2)
89
Properties=species:S:1:pos:R:3 method="wB97M-V/def2-TZVPD" total_charge=+1 relative_energy_ev=0.000 energy_ev=-71652.735 spin_multiplicity=1 e_lumo_ha=-0.093 homo_energy_ev=-10.92
C 1.022 -1.414 2.077
C 2.271 -0.652 2.573
C 2.063 0.855 2.678
C 1.255 1.286 3.913
C 1.728 2.572 4.587
C 1.340 3.908 3.897
C 0.438 3.733 2.718
N -0.842 3.617 2.934
C -1.668 3.332 1.886
C -3.035 3.137 2.128
C -3.855 2.789 1.088
C -5.299 2.451 1.370
F -6.013 2.494 0.196
F -5.850 3.406 2.179
C -5.465 1.087 1.993
C -6.041 0.928 3.241
C -6.156 -0.339 3.790
C -5.691 -1.439 3.104
C -5.112 -1.269 1.855
C -4.561 -2.458 1.135
F -3.375 -2.855 1.655
F -4.349 -2.216 -0.177
F -5.379 -3.530 1.209
C -5.001 -0.013 1.298
C -3.336 2.646 -0.214
C -2.003 2.814 -0.475
C -1.430 2.488 -1.818
C -0.911 1.048 -1.804
C -0.095 0.664 -3.040
C 1.414 0.684 -2.810
O 2.054 1.506 -3.792
C 3.195 2.161 -3.384
C 2.950 3.340 -2.488
O 4.271 1.802 -3.785
C -1.156 3.169 0.587
N 0.181 3.322 0.357
C 0.921 3.600 1.367
Cl 2.625 3.739 1.061
H 1.280 -2.115 1.286
H 0.280 -0.716 1.691
H 0.557 -1.986 2.877
H 2.573 -1.051 3.540
H 3.095 -0.839 1.884
H 1.567 1.186 1.761
H 3.036 1.351 2.697
H 0.194 1.358 3.671
H 1.336 0.490 4.657
H 2.814 2.530 4.674
H 1.340 2.586 5.602
H 0.791 4.520 4.610
H 2.223 4.471 3.612
H -3.396 3.240 3.141
H -6.406 1.791 3.777
H -6.614 -0.475 4.759
H -5.779 -2.428 3.530
H -4.549 0.114 0.324
H -4.015 2.374 -1.010
H -2.218 2.584 -2.565
H -0.611 3.159 -2.071
H -0.281 0.945 -0.916
H -1.745 0.361 -1.664
H -0.402 -0.325 -3.380
H -0.298 1.354 -3.858
H 1.658 1.008 -1.797
H 1.836 -0.311 -2.940
H 3.882 3.871 -2.333
H 2.212 3.999 -2.939
H 2.550 3.016 -1.526
C 3.279 -2.892 -3.858
N 3.141 -4.361 -3.588
C 4.169 -5.084 -4.398
C 1.786 -4.815 -4.010
C 3.397 -4.702 -2.136
C 2.419 -4.145 -1.126
O 2.481 -2.730 -1.163
H 3.336 -2.752 -4.935
H 2.412 -2.378 -3.468
H 4.184 -2.527 -3.383
H 3.996 -4.871 -5.449
H 4.081 -6.152 -4.213
H 5.155 -4.733 -4.104
H 1.034 -4.253 -3.466
H 1.687 -5.879 -3.805
H 1.679 -4.629 -5.076
H 4.406 -4.352 -1.919
H 3.380 -5.790 -2.077
H 2.731 -4.526 -0.149
H 1.405 -4.511 -1.311
H 1.828 -2.374 -0.551

---

(3)
16
Properties=species:S:1:pos:R:3 method="wB97M-V/def2-TZVPD" smiles=F[C@@H]1[C@@H]2NC[C@H](S)[C@H]12 relative_energy_ev=0.878 energy_ev=-20356.120 spin_multiplicity=1 e_lumo_ha=0.028 homo_energy_ev=-8.67
F 0.239 0.312 -1.872
C 0.420 1.285 -0.928
C 1.394 1.129 0.157
N 1.960 -0.191 0.394
C 0.819 -1.136 0.462
C -0.430 -0.280 0.905
S -1.997 -0.980 0.297
C -0.103 1.114 0.461
H 0.297 2.283 -1.302
H 2.026 2.043 0.457
H 2.446 -0.123 1.307
H 0.600 -1.598 -0.474
H 1.047 -1.926 1.144
H -0.538 -0.230 1.999
H -1.757 -0.849 -1.039
H -0.643 1.930 0.910

---

(4)
148
Properties=species:S:1:pos:R:3 method="wB97M-V/def2-TZVPD" smiles=COC[C@H](C)N.COC[C@H](C)N.COC[C@H](C)N.COC[C@H](C)N.COC[C@H](C)N.CCO.CCO.CCO.CCO.CCO.CCO.CCO relative_energy_ev=1.042 energy_ev=-68846.908 spin_multiplicity=1 e_lumo_ha=0.013 homo_energy_ev=-8.45
C -3.488 -6.864 3.149
O -2.566 -6.590 2.138
C -2.853 -7.239 0.926
C -1.823 -6.863 -0.155
C -1.787 -5.362 -0.392
N -2.009 -7.599 -1.383
H -4.473 -6.410 3.006
H -3.133 -6.494 4.114
H -3.593 -7.938 3.348
H -2.853 -8.335 0.999
H -3.861 -6.927 0.611
H -0.834 -7.112 0.252
H -1.500 -4.842 0.519
H -2.813 -5.074 -0.646
H -1.073 -5.150 -1.188
H -2.406 -8.511 -1.190
H -2.601 -7.139 -2.063
C 0.807 -1.035 -5.327
O 1.505 -0.429 -4.264
C 1.750 0.942 -4.475
C 2.414 1.577 -3.262
C 2.622 3.071 -3.387
N 3.762 0.988 -3.068
H 0.833 -2.111 -5.166
H 1.235 -0.702 -6.276
H -0.250 -0.740 -5.310
H 2.416 1.152 -5.322
H 0.779 1.426 -4.637
H 1.809 1.288 -2.393
H 3.444 3.304 -4.060
H 2.821 3.509 -2.407
H 1.741 3.623 -3.739
H 3.838 0.027 -3.376
H 3.912 1.030 -2.068
C -2.821 1.999 -2.017
O -2.430 2.583 -3.241
C -1.045 2.444 -3.500
C -0.708 3.347 -4.685
C -0.682 4.832 -4.285
N -1.636 3.101 -5.813
H -3.701 2.523 -1.648
H -2.042 2.078 -1.250
H -3.034 0.930 -2.131
H -0.439 2.683 -2.619
H -0.827 1.400 -3.767
H 0.305 3.179 -5.063
H -1.613 5.054 -3.765
H -0.547 5.490 -5.143
H 0.184 5.048 -3.654
H -2.459 2.632 -5.449
H -1.159 2.437 -6.415
C -1.145 -1.249 -1.736
O -1.121 -0.555 -0.528
C 0.145 -0.535 0.088
C 0.179 0.347 1.334
C -0.152 1.787 0.985
N 1.569 0.325 1.810
H -0.422 -0.989 -2.518
H -2.124 -1.160 -2.218
H -1.067 -2.335 -1.562
H 0.440 -1.559 0.364
H 0.889 -0.146 -0.618
H -0.556 -0.010 2.064
H 0.383 2.221 0.141
H 0.042 2.424 1.854
H -1.220 1.860 0.761
H 1.813 -0.550 2.278
H 1.568 1.119 2.443
C -1.524 -2.383 3.178
O -2.583 -1.760 2.494
C -3.000 -2.529 1.377
C -4.169 -1.835 0.705
C -4.680 -2.530 -0.550
N -3.923 -0.422 0.323
H -1.764 -3.420 3.438
H -1.338 -1.900 4.140
H -0.611 -2.273 2.581
H -2.166 -2.601 0.668
H -3.315 -3.525 1.709
H -4.979 -1.773 1.440
H -5.502 -1.957 -0.978
H -5.057 -3.547 -0.407
H -3.911 -2.565 -1.327
H -3.090 -0.423 -0.279
H -3.495 -0.053 1.179
C -2.396 -2.383 -4.115
C -1.885 -3.691 -3.532
O -2.840 -4.715 -3.874
H -3.430 -2.276 -3.795
H -2.323 -2.435 -5.203
H -1.837 -1.508 -3.775
H -1.968 -3.717 -2.442
H -0.869 -3.993 -3.796
H -2.959 -4.722 -4.830
C 0.035 0.875 5.039
C 0.864 2.046 5.537
O 0.950 3.033 4.508
H -0.912 1.121 4.557
H -0.089 0.047 5.738
H 0.568 0.434 4.187
H 1.878 1.815 5.859
H 0.354 2.509 6.390
H 0.145 3.569 4.564
C 5.102 2.957 0.270
C 3.713 2.443 0.685
O 3.468 1.271 -0.095
H 5.283 4.019 0.474
H 5.124 2.957 -0.823
H 5.964 2.440 0.684
H 2.912 3.160 0.500
H 3.771 2.233 1.756
H 2.840 0.735 0.456
C 3.475 -1.221 4.816
C 3.083 -2.544 4.171
O 2.272 -2.235 3.029
H 2.615 -0.697 5.228
H 3.991 -0.624 4.061
H 4.194 -1.338 5.628
H 2.444 -3.123 4.854
H 3.901 -3.227 3.921
H 2.015 -3.106 2.702
C -0.784 6.526 4.530
C -1.309 5.288 3.808
O -1.627 4.211 4.654
H -1.450 7.059 5.208
H -0.342 7.257 3.852
H 0.042 6.140 5.138
H -0.571 4.992 3.059
H -2.184 5.537 3.191
H -2.396 4.388 5.199
C 5.046 -1.957 1.102
C 6.240 -1.259 0.400
O 5.749 -0.461 -0.659
H 4.182 -1.298 1.065
H 5.287 -2.144 2.152
H 4.775 -2.918 0.667
H 6.921 -2.011 0.000
H 6.831 -0.677 1.115
H 4.952 0.020 -0.382
C 0.751 5.061 0.029
C -0.365 6.088 0.068
O -0.956 6.167 -1.239
H 1.042 4.687 1.013
H 1.670 5.492 -0.378
H 0.536 4.199 -0.600
H -0.044 7.083 0.389
H -1.154 5.753 0.755
H -1.530 6.937 -1.163

---

(5)
26
Properties=species:S:1:pos:R:3 method="wB97M-V/def2-TZVPD" relative_energy_ev=0.000 energy_ev=-52939.274 spin_multiplicity=1 e_lumo_ha=0.003 homo_energy_ev=-6.76
Ag -1.694 0.968 1.229
Cl -3.553 -0.536 2.622
C -4.903 0.206 1.741
Cl -4.308 1.103 0.330
H -5.400 0.903 2.402
H -5.568 -0.576 1.401
C -1.613 -1.794 -0.777
C -0.225 -1.209 -0.801
C 0.807 -1.810 -1.557
C 2.043 -1.241 -1.541
C 2.285 -0.072 -0.784
C 3.560 0.536 -0.752
C 3.733 1.663 -0.004
C 2.662 2.215 0.723
C 1.395 1.667 0.733
S 0.152 2.461 1.686
C 1.202 0.475 -0.054
N -0.024 -0.126 -0.094
H -1.684 -2.690 -1.392
H -2.336 -1.063 -1.145
H -1.895 -2.053 0.245
H 0.604 -2.705 -2.131
H 2.860 -1.675 -2.108
H 4.373 0.099 -1.318
H 4.702 2.145 0.034
H 2.824 3.110 1.310

---

(6)
153
Properties=species:S:1:pos:R:3 method="wB97M-V/def2-TZVPD" total_charge=+4 energy_ev=-183644.590 spin_multiplicity=1 e_lumo_ha=-0.322 homo_energy_ev=-9.86
C -7.612 4.957 5.777
C -7.970 6.438 5.975
N -9.118 6.839 5.174
C -10.350 6.285 5.412
C -11.261 6.626 4.406
N -10.703 7.624 3.667
C -9.342 7.585 4.028
C -11.363 8.367 2.586
H -7.473 4.562 4.771
H -8.461 4.489 6.276
H -6.699 4.800 6.351
H -7.230 7.153 5.617
H -8.225 6.718 6.997
H -10.488 5.731 6.329
H -12.325 6.597 4.226
H -8.570 8.230 3.633
H -11.342 9.450 2.714
H -12.406 8.082 2.724
H -10.789 8.070 1.709
C 0.151 4.763 1.267
C 0.317 3.941 2.589
N 1.205 2.871 2.477
C 2.555 2.870 2.685
C 3.070 1.691 2.281
N 2.067 0.897 1.871
C 0.909 1.630 1.913
C 2.297 -0.511 1.552
H -0.733 4.469 0.700
H 0.977 4.855 0.562
H -0.051 5.808 1.504
H -0.663 3.560 2.875
H 0.733 4.513 3.419
H 3.083 3.709 3.113
H 4.112 1.412 2.340
H -0.066 1.324 1.563
H 3.138 -0.733 2.210
H 2.420 -0.731 0.491
H 1.402 -1.018 1.913
C 2.886 11.510 -0.319
N 4.043 11.007 0.218
C 5.096 10.777 -0.602
C 6.204 10.045 -0.149
C 6.283 9.753 1.192
C 5.222 10.053 2.016
C 4.092 10.727 1.506
C 7.431 8.998 1.750
C 8.288 9.594 2.722
C 9.269 8.724 3.343
N 9.440 7.480 2.973
C 8.667 6.923 2.013
C 7.588 7.622 1.409
C 10.632 6.713 3.423
H 3.066 12.573 -0.156
H 2.087 11.117 0.309
H 2.724 11.126 -1.327
H 5.064 11.111 -1.629
H 6.889 9.501 -0.783
H 5.366 9.853 3.068
H 3.282 10.921 2.193
H 8.236 10.653 2.928
H 9.877 9.052 4.173
H 8.820 5.875 1.803
H 6.922 7.071 0.762
H 11.518 7.138 2.951
H 10.653 5.755 2.903
H 10.698 6.674 4.510
C -7.619 -17.265 11.030
N -6.820 -16.276 10.207
C -5.614 -16.598 9.773
C -4.829 -15.630 9.149
C -5.369 -14.292 8.988
C -6.674 -14.047 9.442
C -7.351 -15.006 10.145
C -4.551 -13.200 8.343
C -3.167 -13.098 8.455
C -2.430 -11.993 8.120
N -3.071 -10.998 7.542
C -4.378 -11.037 7.204
C -5.130 -12.217 7.562
C -2.302 -9.762 7.249
H -8.557 -17.511 10.534
H -7.757 -16.783 11.998
H -6.931 -18.104 11.133
H -5.238 -17.586 9.997
H -3.929 -16.101 8.782
H -7.128 -13.073 9.343
H -8.195 -14.873 10.805
H -2.611 -13.887 8.940
H -1.356 -11.888 8.145
H -4.871 -10.205 6.723
H -6.174 -12.285 7.294
H -2.731 -9.231 6.399
H -1.265 -10.010 7.021
H -2.356 -9.097 8.111
C 4.432 2.622 -8.040
N 4.587 1.941 -9.386
C 5.822 1.765 -9.783
C 6.066 1.206 -11.012
C 4.973 0.918 -11.864
C 3.707 1.119 -11.428
C 3.493 1.707 -10.149
C 5.232 0.681 -13.331
C 4.661 -0.343 -14.030
C 4.940 -0.482 -15.373
N 5.665 0.382 -15.983
C 6.433 1.353 -15.366
C 6.165 1.566 -14.042
C 5.875 0.229 -17.422
H 3.413 2.956 -7.846
H 4.960 3.572 -7.954
H 4.713 2.011 -7.182
H 6.597 2.101 -9.109
H 7.106 1.071 -11.269
H 2.950 0.991 -12.187
H 2.541 1.871 -9.667
H 3.944 -1.048 -13.637
H 4.326 -1.157 -15.951
H 7.162 1.892 -15.953
H 6.646 2.417 -13.580
H 6.770 0.719 -17.803
H 5.023 0.685 -17.926
H 5.897 -0.824 -17.704
N 2.860 -6.726 -7.259
S 3.092 -6.213 -5.973
O 2.594 -6.928 -4.817
O 3.343 -4.805 -6.004
F 4.596 -6.871 -6.010
S 1.267 -6.111 -7.389
O 0.944 -4.685 -7.224
O 0.219 -7.110 -7.081
F 1.326 -6.149 -8.997
N -3.974 -5.006 0.929
S -5.026 -3.981 0.952
O -6.412 -4.331 1.077
O -4.720 -2.811 0.140
F -4.578 -3.235 2.377
S -3.827 -5.229 -0.732
O -2.870 -4.479 -1.478
O -5.067 -5.701 -1.403
F -3.033 -6.587 -0.547
N -6.771 3.410 -4.154
S -5.784 2.320 -4.001
O -6.333 0.992 -4.227
O -4.508 2.583 -3.326
F -5.227 2.727 -5.531
S -7.317 3.088 -2.480
O -6.418 3.264 -1.347
O -8.357 2.030 -2.281
F -8.184 4.468 -2.529
N 9.246 -2.470 6.820
O 9.423 -1.441 6.214
O 10.196 -3.232 7.029
O 8.067 -2.927 6.894

---

(7)
22
Properties=species:S:1:pos:R:3 method="wB97M-V/def2-TZVPD" smiles=CCN[C@@](C)(N)OC relative_energy_ev=1.666 energy_ev=-10439.362 spin_multiplicity=1 e_lumo_ha=0.038 homo_energy_ev=-9.11
C 0.465 2.823 0.369
C 0.101 1.633 -0.505
N -0.174 0.454 0.382
C -0.202 -0.799 -0.309
C -1.148 -0.795 -1.511
N 1.138 -1.274 -0.615
O -0.811 -1.742 0.659
C -0.161 -1.921 1.894
H 0.574 3.719 -0.238
H 1.403 2.637 0.891
H -0.313 2.995 1.108
H -0.822 1.839 -1.050
H 0.898 1.472 -1.248
H 0.549 0.408 1.093
H -1.370 -1.828 -1.769
H -0.696 -0.298 -2.366
H -2.075 -0.299 -1.244
H 1.133 -2.272 -0.791
H 1.520 -0.802 -1.425
H -0.332 -1.072 2.568
H 0.918 -2.063 1.763
H -0.593 -2.816 2.344

---

(8)
13
Properties=species:S:1:pos:R:3 method="wB97M-V/def2-TZVPD" total_charge=-1 energy_ev=-21805.368 spin_multiplicity=1 e_lumo_ha=0.157 homo_energy_ev=-2.50
C 1.652 0.901 0.064
P 0.633 -0.591 0.584
O 1.026 -1.847 -0.519
P -1.449 0.030 0.047
H 1.188 1.375 -0.806
H 1.637 1.585 0.899
H 2.652 0.560 -0.191
H 1.131 -2.597 0.024
H -1.058 1.409 0.415
H -1.839 -0.252 1.436
H -1.714 -1.357 -0.348
H -1.044 0.333 -1.354
H -2.814 0.452 -0.252